1.
Entry from the OMol25 dataset: the molecule C16H30N4O3 (ωB97M-V/def2-TZVPD).

```
53
Properties=species:S:1:pos:R:3:forces:R:3
C 5.79710 0.45302 -0.15266 -0.009 -0.024 0.001
H -0.37368 -2.19907 -2.73008 -0.003 0.000 0.003
C 0.39845 -1.18561 1.17749 0.004 0.037 -0.215
H 5.77852 -1.61334 5.29498 0.002 0.000 -0.001
N -0.11780 -1.39920 -2.16178 0.013 0.004 0.005
C 4.43341 -1.86457 -1.42176 0.010 0.004 0.002
H 7.78915 1.03391 3.54016 -0.001 -0.001 -0.001
H -0.99632 -0.01946 -0.87469 0.006 0.004 0.006
N -0.17552 -2.23054 0.52743 -0.054 -0.104 0.190
H 6.29444 1.30787 4.45816 0.000 0.000 0.001
H 7.46545 -0.15816 -1.36970 -0.001 -0.001 0.006
C 5.95320 -1.69718 -1.49155 -0.008 0.009 0.002
H 4.52999 -0.59182 4.57250 0.000 0.001 -0.001
O 7.73928 -0.17501 1.10149 -0.002 -0.015 -0.008
C 6.40260 -0.61949 3.48765 0.001 -0.003 0.000
H 7.18374 -1.34019 3.23552 0.001 0.002 0.001
N 5.78843 -0.20541 2.22942 -0.009 -0.003 -0.006
H 6.02771 0.30723 -2.27919 -0.001 0.000 0.000
H 4.39768 -1.70438 0.69905 0.006 0.000 0.002
H 0.01505 -5.55005 1.27820 -0.009 0.001 0.005
H 3.85544 0.74143 -1.02290 0.001 0.000 -0.005
C 0.38678 -3.57240 0.50836 0.027 -0.035 -0.004
H 1.39931 -3.53025 0.90543 -0.006 0.012 -0.007
O 2.56796 -0.84757 2.22772 -0.008 -0.250 0.080
H -2.20114 -1.63064 0.51924 0.005 0.017 -0.004
C 1.93492 -1.18085 1.24067 0.025 0.346 -0.003
H 4.91121 -2.15280 3.84782 0.000 -0.001 -0.001
C 6.52606 -0.01954 1.11193 0.016 0.040 0.005
H -1.76574 -2.95035 -0.56804 -0.015 0.008 0.016
H 0.46697 -3.91010 -0.52973 -0.001 0.001 -0.003
H 6.33486 -2.13394 -2.41620 0.002 -0.001 0.002
N 2.48714 -1.40531 0.02978 0.018 -0.048 -0.050
H 1.87369 -1.54721 -0.76716 -0.010 0.017 0.014
H 3.96196 -1.39184 -2.29213 0.001 0.001 0.000
C 5.34309 -1.28674 4.35056 0.001 0.004 0.001
H 4.77965 -0.15841 2.19886 -0.009 -0.004 0.002
H 4.16238 -2.92335 -1.43726 -0.002 -0.001 -0.003
H 6.41144 -2.25657 -0.66957 -0.001 -0.001 0.002
H -1.45911 -4.63280 0.97238 0.006 0.007 -0.005
H 0.11820 -0.65336 -2.80456 -0.007 0.001 -0.002
C -0.43227 -4.55666 1.33248 0.000 -0.024 -0.005
C 7.05106 0.56681 4.19081 -0.005 -0.002 -0.001
H -2.18633 -0.88887 -1.83901 -0.002 -0.002 -0.004
H 6.02660 1.52175 -0.20984 -0.001 -0.004 0.000
H 3.82008 0.76653 0.72583 0.006 -0.003 0.000
C 6.37941 -0.23220 -1.39375 -0.005 0.000 -0.002
H 7.55177 0.24188 5.10451 0.002 -0.001 -0.001
C 4.28143 0.27227 -0.12993 0.009 0.007 -0.003
H -0.46162 -4.24838 2.37767 0.002 0.009 0.000
C 3.91644 -1.21258 -0.15008 -0.008 0.013 0.015
C -1.23660 -0.99176 -1.30232 -0.010 -0.018 0.028
O -0.20131 -0.18016 1.49891 -0.002 0.014 -0.013
C -1.43223 -1.99197 -0.16507 0.027 -0.014 -0.041
```
Forces are in eV/Å.

The calculation puts the LUMO energy at 0.5 eV. The value obtained for the HOMO-LUMO gap is 9.688 eV. The HOMO energy is -0.33804 hartree. For the energy above the lowest of the compared OMol25 structures with the same formula, charge and spin, the calculation gives 29.6 kJ/mol.

Atomic partial charges in e from the Mulliken method, atoms 1 to 8:
1 C 0.9498
2 H 0.1781
3 C 0.2693
4 H 0.4559
5 N -0.4592
6 C -0.8944
7 H 0.3859
8 H 0.4247

2.
Entry from the OMol25 dataset: the molecule C16H30O4 (ωB97M-V/def2-TZVPD).

```
50
Properties=species:S:1:pos:R:3:forces:R:3
C 1.76864 -1.80187 0.15471 -0.026 -0.592 -0.156
C 1.68885 -2.50517 -1.18241 -0.064 0.068 0.009
H 4.11613 3.10267 0.36766 -0.063 0.078 0.033
H -1.36548 -1.07729 -2.07664 -0.021 0.101 0.063
O 1.37678 -2.26523 1.19572 -0.080 0.017 0.128
C 2.44233 0.18184 1.23234 0.225 0.087 0.688
H 0.43819 -2.52650 -2.92986 0.042 0.030 -0.049
C -2.36808 -0.03859 1.05070 -0.080 -0.274 0.175
C -1.60840 2.26556 -1.42858 0.019 0.165 0.115
H 4.46704 0.62902 0.70686 0.100 -0.044 0.085
H 0.24412 2.04258 -0.36297 0.131 0.061 0.056
H -3.56926 2.70651 -0.63296 -0.100 0.016 0.080
H -1.03974 2.51337 -2.32847 0.006 -0.088 -0.024
H 4.08569 1.61609 -1.61448 0.085 -0.078 -0.094
C 3.60434 1.16109 1.11186 -0.406 0.033 -0.201
C -2.16890 -1.50934 1.32962 -0.105 0.041 -0.132
H 3.85532 1.49581 2.12028 0.029 -0.076 0.036
C -2.55362 -2.37837 0.12040 0.129 -0.123 -0.011
H 2.93617 2.94146 -1.80840 -0.007 0.051 -0.120
C -0.71536 2.54308 -0.21850 -0.269 -0.397 0.108
H -0.62634 -3.26633 -0.08704 0.030 -0.104 -0.011
H -0.52965 3.61709 -0.14660 0.070 0.050 0.023
H 1.04134 -0.92528 -2.49377 0.014 -0.033 -0.083
O -3.40972 0.45448 0.70384 -0.085 0.050 -0.108
H -3.01845 -3.29915 0.47623 -0.067 0.045 -0.009
O -1.24689 0.66246 1.26669 0.342 -0.051 0.026
C 3.30294 2.38361 0.24411 0.184 -0.202 -0.046
H -1.84662 1.20219 -1.47066 0.061 -0.065 -0.075
C -1.30032 2.08269 1.11626 -0.051 0.601 -0.107
H 2.66429 -2.44974 -1.66715 0.017 -0.059 0.021
C 3.16128 2.04507 -1.23461 -0.083 0.180 0.147
C -2.90613 3.06457 -1.41537 0.136 -0.181 -0.036
C -0.67299 -1.53384 -1.36431 0.070 -0.347 -0.136
C 0.63394 -1.85506 -2.09125 -0.070 0.151 0.133
H -0.46193 -0.79843 -0.58758 -0.010 0.161 0.017
H 1.49444 0.70624 1.39692 0.046 -0.075 0.003
H -0.70689 2.48309 1.94372 -0.095 -0.074 -0.079
H -2.70650 4.12245 -1.25560 -0.021 0.150 -0.007
C -1.34008 -2.75167 -0.73045 -0.146 0.220 -0.021
H -3.42216 2.95148 -2.36581 -0.112 0.047 -0.062
H -2.33808 2.40956 1.22058 0.154 0.006 0.065
H -3.29368 -1.84426 -0.47981 -0.076 -0.069 0.020
O 2.32596 -0.59823 0.04005 0.185 0.287 -0.382
H 2.60112 -0.50411 2.07211 -0.076 0.160 -0.148
H 1.44338 -3.55042 -0.99713 0.066 0.071 0.076
H -2.82589 -1.74713 2.16901 0.033 0.068 0.016
H 2.36541 1.32299 -1.39084 -0.070 -0.052 -0.116
H -1.65064 -3.44497 -1.51599 0.045 -0.073 -0.023
H -1.13756 -1.69451 1.62993 -0.026 -0.012 0.052
H 2.38720 2.85913 0.60299 -0.011 0.079 0.061
```
Forces are in eV/Å.

The calculation puts the LUMO energy at 0.9 eV. The value obtained for the HOMO-LUMO gap is 11.158 eV. The HOMO energy is -0.37793 hartree. For the energy above the lowest of the compared OMol25 structures with the same formula, charge and spin, the calculation gives 6.6 kJ/mol.

Atomic partial charges in e from the Mulliken method, atoms 1 to 8:
1 C 0.6200
2 C -0.9012
3 H 0.3554
4 H 0.6775
5 O -0.6198
6 C -0.1656
7 H 0.4411
8 C 0.4587

3.
Entry from the OMol25 dataset: a structure of composition C16H31As2N3O4STc (ωB97M-V/def2-TZVPD).

```
58
Properties=species:S:1:pos:R:3:forces:R:3
C -3.17442 -0.25885 0.56278 -0.021 -0.007 0.000
H -4.08079 -0.71869 -5.01380 -0.006 0.001 0.006
H 4.45639 -0.87591 2.12590 0.011 -0.043 -0.039
H -1.09228 -2.16365 1.59291 -0.088 -0.016 -0.040
H -3.57409 -2.85843 -0.87661 0.009 -0.030 -0.004
H 0.66045 2.62924 -3.51281 0.056 -0.007 -0.010
H -4.13476 -0.35228 0.05729 0.005 0.000 0.009
H 1.77001 1.44530 3.58943 -0.018 -0.018 0.030
H -2.39034 -3.44464 0.28945 0.018 0.020 0.005
H -3.55561 -1.86298 -2.91569 0.002 -0.004 0.025
C -2.79796 0.95274 -4.61769 -0.006 -0.020 0.009
H -0.15662 -2.67661 2.96579 0.010 -0.007 -0.026
S 2.28218 2.87352 0.74235 -0.161 -0.443 0.108
C 1.14618 2.18157 -2.64756 -0.139 -0.059 -0.181
H 0.54954 -3.33887 0.45973 -0.018 0.010 0.004
H 3.07579 -1.79157 2.69471 0.004 -0.021 -0.021
H -1.99419 -3.45393 -1.43948 -0.016 -0.011 -0.003
H 3.59867 -0.87225 -0.18826 0.009 0.019 0.021
C -2.17075 -0.35264 -2.24197 0.003 0.088 -0.031
C -2.50944 -2.90763 -0.65118 -0.081 -0.074 -0.054
O 2.04748 4.02047 -0.04709 -0.100 -0.013 -0.046
C -1.88415 1.51458 -3.74040 0.036 0.052 0.008
C 3.14595 -1.54322 0.54212 -0.009 -0.035 -0.044
C -3.38040 -0.27089 -4.32184 -0.006 0.002 -0.005
H -3.04999 1.46773 -5.53460 0.012 0.001 -0.003
C 0.89007 -0.53525 3.69928 -0.100 -0.037 -0.002
O 2.43567 1.57377 -0.15230 0.032 0.022 0.095
N 2.63302 0.20147 2.17347 0.017 -0.016 0.165
C -1.07237 3.31655 -0.85880 -0.128 -0.044 -0.059
C 2.06419 0.39866 3.52992 0.138 0.020 -0.067
H 1.69682 1.29693 -2.96088 0.015 0.019 -0.012
C -1.55445 0.85704 -2.55733 -0.150 -0.197 -0.111
N 0.07441 -0.63709 2.42732 0.023 -0.068 0.035
N 1.66642 -1.53965 0.30671 -0.111 0.008 0.072
H -1.43507 2.46677 -3.99419 -0.007 -0.004 0.006
H -1.33332 3.85721 -1.76855 -0.030 0.018 0.028
C -0.12309 -2.07250 2.05781 -0.001 0.123 0.108
H 1.49095 -1.73620 -0.67546 0.022 -0.042 0.006
H -1.97859 3.08845 -0.30085 -0.006 0.040 0.004
H -2.95072 0.79863 0.70207 0.000 0.004 -0.008
Tc 1.02001 0.49092 0.75327 -0.049 0.578 -0.478
H 1.22938 -1.54110 3.94064 0.031 0.024 0.021
O 3.30951 2.87172 1.73566 0.024 0.058 -0.023
C -3.07593 -0.91833 -3.13379 -0.020 -0.010 -0.010
C 0.97626 -2.59588 1.13240 0.076 -0.046 -0.116
H 0.24795 -0.21531 4.51800 0.024 0.036 0.006
H 1.81497 2.89900 -2.19086 0.017 0.058 0.049
H -0.39278 3.90999 -0.25830 0.047 0.006 0.011
As -0.24048 1.66293 -1.40761 0.453 -0.018 0.409
H -0.84427 -0.24166 2.61568 -0.010 -0.025 -0.002
H 3.55059 -2.54491 0.38982 0.023 0.010 0.004
H 3.25274 1.00373 2.00976 0.007 -0.002 -0.033
As -1.78518 -1.10922 -0.51666 0.090 0.063 0.023
H 1.74562 -3.10934 1.70587 -0.027 -0.011 0.008
H 2.82214 0.21648 4.29447 -0.033 -0.008 0.024
H -3.24872 -0.74185 1.53795 0.000 -0.011 0.022
O 0.93200 2.34341 1.41570 0.119 -0.037 0.030
C 3.39540 -1.05747 1.95632 0.008 0.106 0.077
```
Forces are in eV/Å.

The calculation puts the LUMO energy (spin up / spin down) at -7.0 / -8.2 eV. The total charge is +2. The value obtained for the HOMO-LUMO gap (spin up / spin down) is 7.378 / 6.421 eV. The HOMO energy (spin up / spin down) is -0.52950 / -0.53761 hartree. For the energy above the lowest of the compared OMol25 structures with the same formula, charge and spin, the calculation gives 0.0 kJ/mol. Its spin multiplicity is 4.

Atomic partial charges in e from the Mulliken method, atoms 1 to 8:
1 C -1.0748
2 H 0.4221
3 H 0.4713
4 H 0.1257
5 H 0.4986
6 H 0.4927
7 H 0.4592
8 H 0.3917